{"formula": "C58H130BN6O22", "method": "ωB97M-V with the def2-TZVPD basis set", "charge": -1, "homo_energy_ha": -0.233, "gap_ev": 8.09, "elements": ["O", "O", "O", "O", "O", "O", "O", "O", "O", "O", "O", "O", "O", "O", "O", "O", "O", "O", "O", "O", "O", "O", "N", "N", "N", "N", "N", "N", "C", "C", "C", "C", "C", "C", "C", "C", "C", "C", "C", "C", "C", "C", "C", "C", "C", "C", "C", "C", "C", "C", "C", "C", "C", "C", "C", "C", "C", "C", "C", "C", "C", "C", "C", "C", "C", "C", "C", "C", "C", "C", "C", "C", "C", "C", "C", "C", "C", "C", "C", "C", "C", "C", "C", "C", "C", "C", "B", "H", "H", "H", "H", "H", "H", "H", "H", "H", "H", "H", "H", "H", "H", "H", "H", "H", "H", "H", "H", "H", "H", "H", "H", "H", "H", "H", "H", "H", "H", "H", "H", "H", "H", "H", "H", "H", "H", "H", "H", "H", "H", "H", "H", "H", "H", "H", "H", "H", "H", "H", "H", "H", "H", "H", "H", "H", "H", "H", "H", "H", "H", "H", "H", "H", "H", "H", "H", "H", "H", "H", "H", "H", "H", "H", "H", "H", "H", "H", "H", "H", "H", "H", "H", "H", "H", "H", "H", "H", "H", "H", "H", "H", "H", "H", "H", "H", "H", "H", "H", "H", "H", "H", "H", "H", "H", "H", "H", "H", "H", "H", "H", "H", "H", "H", "H", "H", "H", "H", "H", "H", "H", "H", "H", "H", "H", "H", "H", "H", "H"], "xyz": [[5.50, -3.58, -4.01], [0.97, 2.65, 1.17], [2.57, 2.83, -6.38], [3.60, 3.93, -0.04], [3.25, 6.65, 0.82], [1.87, -2.90, -2.58], [1.84, 0.94, -0.08], [0.79, -3.83, -5.18], [6.05, -0.04, 0.54], [-5.41, 2.82, 1.45], [-4.86, -3.47, -2.39], [3.10, -1.13, 0.21], [2.79, -3.34, 1.97], [-2.55, -3.15, 6.56], [-0.02, 0.49, 2.83], [4.17, -2.87, -1.00], [6.28, -3.26, 1.26], [6.57, -4.66, -1.85], [4.56, -1.09, -4.37], [1.20, -1.14, -1.16], [1.59, -7.89, 1.58], [0.84, -0.82, 1.19], [-1.24, -2.58, 7.00], [-4.36, 3.65, 1.14], [1.01, -7.90, 0.29], [1.29, 2.46, -5.89], [-4.03, -2.73, -3.27], [2.80, 7.25, 1.95], [0.23, 2.37, -8.09], [-5.24, 5.65, 2.40], [-4.58, 5.09, 1.08], [1.99, -2.08, -1.63], [1.61, -2.42, 7.85], [1.76, 3.78, -3.79], [-2.23, -4.49, -3.32], [-3.75, 2.65, -1.13], [3.33, 9.05, 3.61], [-2.35, 5.33, -0.11], [1.84, 9.05, 4.01], [1.15, 1.47, 0.93], [-2.60, -0.76, -3.77], [1.10, -2.29, 6.43], [-1.16, -9.26, 0.70], [0.18, 3.02, -6.71], [0.44, -2.24, 8.82], [0.50, -6.69, -1.73], [1.35, 7.14, 2.23], [-1.06, -4.29, 8.90], [5.15, 8.13, 2.30], [3.25, -2.02, -0.82], [-1.93, -2.05, 9.27], [-3.22, -3.63, -4.11], [-3.32, 3.07, 0.26], [1.23, 2.42, -4.42], [0.39, 7.78, 1.27], [-0.54, -2.49, 4.58], [-0.89, -2.81, 8.44], [0.04, -9.09, -1.58], [-0.73, -5.93, 0.40], [-5.49, 5.45, -0.18], [-4.59, -0.59, -2.27], [0.61, -6.49, -0.20], [-1.39, 2.97, -4.59], [-1.21, 2.72, -6.07], [-0.07, -4.53, 5.95], [-2.50, -2.83, -5.19], [0.31, 4.60, -6.86], [1.72, -5.43, -0.03], [1.18, 7.73, 3.65], [0.55, 0.33, 1.77], [-0.22, -2.95, 6.03], [-3.47, -1.50, -2.70], [-1.70, -1.66, -4.57], [0.90, 5.62, 2.25], [2.04, 1.26, -3.84], [-2.48, -1.67, -1.44], [-0.23, 2.20, -3.91], [0.23, -9.12, -0.06], [-3.29, 5.90, 0.99], [-2.02, 3.91, 0.23], [-4.17, -4.61, -4.87], [0.96, -10.40, 0.31], [3.37, 9.54, 1.12], [-2.80, 1.89, 1.04], [-0.41, -7.84, -2.19], [3.64, 8.47, 2.18], [1.75, -0.55, 0.05], [5.74, 8.45, 1.43], [0.39, -11.25, -0.04], [-1.51, -2.07, -1.73], [0.65, -5.03, 6.59], [1.96, -10.58, -0.08], [5.69, 8.65, 3.09], [1.26, 9.72, 3.38], [-0.74, -9.79, -1.87], [-1.02, -5.04, 6.10], [-2.87, -2.58, 5.85], [-5.79, 6.48, -0.35], [2.97, 3.51, 0.54], [-1.64, -1.74, 10.27], [-4.41, 0.45, -2.54], [-4.69, 5.45, 3.32], [-2.72, 2.09, 2.11], [-5.08, -4.10, -5.20], [-0.17, 5.43, 2.39], [0.94, -9.46, -2.08], [-3.80, -5.07, -5.79], [4.15, 10.30, 1.17], [-1.45, -7.62, -1.96], [2.29, 1.30, -2.78], [5.11, -4.04, -4.75], [3.65, 10.08, 3.71], [6.28, -4.07, -1.16], [-0.63, -1.41, 4.45], [-5.68, -3.40, -2.89], [0.53, 7.42, 0.25], [-0.65, -5.98, 1.49], [5.13, -0.70, -3.71], [2.49, -8.20, 1.45], [-2.79, -2.70, 9.47], [1.21, 5.10, 1.34], [-5.64, 6.66, 2.27], [0.95, 4.52, -3.87], [3.75, 8.50, 4.46], [3.04, 1.13, -4.25], [-3.50, 6.93, 0.67], [1.33, 5.09, 3.09], [-3.52, 1.06, 1.06], [-2.98, -2.40, -0.80], [-0.31, 4.90, -7.71], [1.48, -6.92, -2.15], [-1.64, -5.16, -3.95], [2.48, 3.77, -6.23], [-1.53, 3.90, 1.20], [-4.72, 2.16, -1.02], [-2.38, 2.66, -4.26], [-3.24, -2.54, -5.94], [0.14, 1.28, -8.08], [5.27, 7.04, 2.29], [3.55, 4.86, 0.20], [-1.93, -8.60, 0.30], [2.67, -5.47, -0.56], [1.48, 6.98, 4.39], [-4.44, -5.36, -4.14], [5.66, -3.90, 1.62], [-0.20, 5.12, -6.05], [-4.78, -0.75, -1.21], [1.14, 2.59, -8.66], [0.21, -4.92, 4.98], [-4.85, 5.24, -1.04], [-1.62, -10.24, 0.74], [1.95, 3.84, -2.72], [6.14, -4.34, -2.64], [-2.68, -5.11, -2.55], [0.54, 8.86, 1.29], [-1.15, -9.02, 1.77], [-1.07, -1.07, -5.22], [-1.97, -4.88, 8.77], [1.99, -3.44, 7.88], [4.94, -2.81, -3.87], [3.18, 7.34, 0.15], [-6.15, 5.07, 2.57], [-2.73, 5.79, 1.91], [0.43, -1.17, 9.03], [-0.99, -4.25, 9.99], [5.48, -0.60, 1.06], [3.69, -1.10, -3.97], [-1.43, -3.91, -2.83], [-1.34, 3.36, -0.43], [1.83, -2.69, 5.72], [-0.44, 1.13, -3.98], [-1.65, -6.43, 0.10], [-1.52, -2.84, 4.25], [1.02, -10.49, 1.40], [-1.50, 1.68, -6.20], [3.36, 9.05, 0.15], [-0.29, 2.54, -2.87], [1.19, -3.87, -4.31], [-0.97, -2.02, -3.84], [-1.84, 1.57, 0.64], [-0.64, 7.64, 1.59], [1.31, 5.04, -6.87], [1.57, 0.30, -4.05], [2.17, -2.71, 1.60], [2.75, 4.13, -4.08], [2.49, -1.80, 8.02], [-0.63, 2.69, -8.66], [-1.42, 4.01, -4.27], [1.41, -4.41, -0.21], [-0.38, -7.77, -3.27], [1.66, 9.22, 5.07], [-2.33, -1.21, 8.69], [-1.86, -3.46, -5.81], [0.08, -3.19, -5.08], [-2.64, 5.51, -1.14], [-5.52, -0.79, -2.79], [6.04, 0.81, 0.99], [5.75, -2.72, 0.68], [0.78, -2.66, 9.77], [2.44, 10.10, 1.12], [-1.44, 5.93, -0.11], [-2.04, 0.01, -3.24], [2.31, -3.75, 2.69], [-0.85, -4.91, 0.03], [-0.19, -4.93, 8.73], [-3.28, -0.26, -4.46], [0.26, -2.68, 3.86], [-4.09, 3.47, -1.77], [0.15, 7.89, 3.99], [-5.15, 2.52, 2.33], [-6.39, 4.86, -0.32], [0.96, -1.23, 6.22], [1.84, -5.52, 1.05], [0.28, -5.70, -2.13], [-3.07, 1.96, -1.62], [-2.34, -0.80, -0.79], [-1.97, 3.33, -6.57]]}